(1)
Here is a cluster of 9 separate species, C23H60NO12S8 in total at a distorted geometry from the OMol25 dataset. Energies are from ωB97M-V with the def2-TZVPD basis set.

CARTESIAN COORDINATES (ANGSTROEM)
C  6.675  -0.743  1.411
C  6.999  0.845  1.168
C  5.710  1.760  0.732
O  5.951  3.073  0.457
O  4.322  1.303  0.567
C  3.516  1.587  1.768
C  1.913  1.560  1.301
C  1.486  -0.009  1.046
N  0.830  -0.249  -0.314
C  0.506  -0.636  2.227
O  -0.450  0.070  2.837
O  0.694  -2.070  2.621
H  5.543  -1.034  1.356
H  7.236  -1.348  0.559
H  7.193  -1.049  2.441
H  7.479  1.266  2.159
H  7.815  0.963  0.312
H  3.749  2.625  2.256
H  3.647  0.709  2.547
H  1.216  2.146  2.036
H  1.887  2.138  0.263
H  2.497  -0.636  1.115
H  1.353  -0.998  -0.822
H  0.870  0.607  -0.911
C  6.554  5.493  -1.803
S  6.304  4.406  -3.228
O  7.659  4.024  -3.747
C  5.643  5.685  -4.325
H  7.002  4.908  -0.996
H  7.224  6.313  -2.071
H  5.591  5.887  -1.472
H  6.370  6.493  -4.438
H  4.710  6.073  -3.912
H  5.447  5.236  -5.301
C  -1.248  -5.789  -0.782
S  -0.315  -4.312  -0.311
O  1.111  -4.728  -0.097
C  -1.077  -4.120  1.319
H  -0.907  -6.116  -1.767
H  -1.076  -6.587  -0.056
H  -2.312  -5.548  -0.830
H  -0.914  -5.021  1.916
H  -2.146  -3.934  1.202
H  -0.613  -3.267  1.819
C  7.465  10.695  -6.217
S  8.019  9.019  -5.824
O  6.970  8.390  -4.953
C  9.386  9.520  -4.750
H  6.582  10.628  -6.857
H  7.207  11.229  -5.300
H  8.257  11.226  -6.751
H  9.010  10.126  -3.923
H  10.116  10.088  -5.331
H  9.862  8.620  -4.353
C  5.529  -2.329  -3.509
S  5.397  -2.694  -1.742
O  6.696  -2.303  -1.102
C  5.399  -4.494  -1.922
H  5.583  -1.245  -3.636
H  6.433  -2.786  -3.919
H  4.647  -2.710  -4.028
H  6.311  -4.818  -2.429
H  4.521  -4.805  -2.492
H  5.360  -4.942  -0.926
C  -6.484  -3.919  3.678
S  -4.861  -3.622  2.935
O  -4.931  -4.073  1.505
C  -3.990  -4.905  3.868
H  -7.207  -3.246  3.213
H  -6.790  -4.954  3.506
H  -6.438  -3.714  4.750
H  -4.450  -5.878  3.684
H  -4.025  -4.668  4.933
H  -2.949  -4.928  3.536
C  -7.929  0.083  -0.479
S  -7.376  -1.594  -0.085
O  -8.425  -2.222  0.785
C  -6.008  -1.092  0.988
H  -8.812  0.015  -1.119
H  -8.188  0.617  0.438
H  -7.137  0.613  -1.012
H  -6.385  -0.487  1.815
H  -5.278  -0.524  0.407
H  -5.532  -1.992  1.385
C  -12.984  -3.421  -0.454
S  -11.361  -3.124  -1.198
O  -11.431  -3.575  -2.627
C  -10.490  -4.406  -0.265
H  -13.707  -2.747  -0.920
H  -13.290  -4.455  -0.626
H  -12.938  -3.216  0.618
H  -10.950  -5.380  -0.449
H  -10.525  -4.169  0.801
H  -9.449  -4.429  -0.597
C  -5.226  1.150  4.928
S  -4.362  -0.208  4.102
O  -4.480  -1.419  4.981
C  -2.698  0.466  4.324
H  -6.295  0.924  4.942
H  -4.865  1.254  5.954
H  -5.061  2.078  4.376
H  -2.492  0.611  5.387
H  -2.614  1.415  3.791
H  -1.978  -0.245  3.911

Spin multiplicity   1
HOMO-LUMO gap   6.41 eV
Total charge   -1


(2)
Here is a cluster of 9 separate species, C23H61Br8O20P5 in total at a distorted geometry from the OMol25 dataset. Energies are from ωB97M-V with the def2-TZVPD basis set.

CARTESIAN COORDINATES (ANGSTROEM)
C  4.180  -5.333  -5.912
O  3.819  -4.111  -5.288
P  2.545  -4.037  -4.252
O  1.230  -4.091  -4.983
O  2.782  -5.115  -2.991
C  1.632  -5.758  -2.392
O  2.721  -2.582  -3.515
C  3.864  -2.379  -2.668
H  5.178  -5.491  -5.504
H  4.231  -5.300  -7.000
H  3.436  -6.054  -5.574
H  1.958  -6.794  -2.297
H  0.702  -5.616  -2.942
H  1.490  -5.240  -1.444
H  3.472  -2.262  -1.657
H  4.271  -1.379  -2.818
H  4.590  -3.181  -2.808
C  -1.450  -5.863  0.106
O  -2.727  -5.807  0.796
P  -3.196  -4.355  1.381
O  -3.150  -3.255  0.416
O  -2.394  -4.195  2.768
C  -2.538  -3.086  3.651
O  -4.718  -4.712  1.900
C  -5.785  -4.955  0.967
H  -1.079  -4.858  -0.089
H  -1.425  -6.349  -0.869
H  -0.714  -6.342  0.752
H  -2.997  -3.522  4.538
H  -3.182  -2.335  3.193
H  -1.577  -2.628  3.885
H  -5.914  -6.016  0.749
H  -5.692  -4.396  0.036
H  -6.743  -4.736  1.437
C  -1.638  -1.964  7.147
O  -2.568  -1.094  6.498
P  -2.227  0.492  6.503
O  -1.572  0.800  7.824
O  -3.629  1.278  6.266
C  -4.355  1.010  5.103
O  -1.347  0.743  5.140
C  0.049  0.335  5.148
H  -1.226  -2.679  6.435
H  -2.067  -2.610  7.913
H  -0.767  -1.477  7.586
H  -4.480  1.901  4.489
H  -5.377  0.752  5.382
H  -4.072  0.112  4.555
H  0.408  -0.148  6.057
H  0.723  1.189  5.086
H  0.310  -0.292  4.295
C  3.469  5.507  -2.526
O  3.218  4.121  -2.471
P  2.007  3.365  -3.261
O  0.713  4.150  -3.217
O  2.696  3.113  -4.693
C  2.972  4.261  -5.538
O  1.962  1.861  -2.611
C  1.005  0.946  -3.229
H  4.430  5.541  -3.039
H  3.614  5.865  -1.507
H  2.730  6.160  -2.989
H  2.952  3.971  -6.588
H  3.911  4.728  -5.243
H  2.271  5.094  -5.482
H  0.423  1.338  -4.063
H  0.345  0.566  -2.449
H  1.515  0.029  -3.526
C  7.347  1.575  3.110
O  7.424  1.861  1.700
P  6.244  2.694  0.928
O  5.715  3.899  1.614
O  6.715  2.941  -0.598
C  7.744  3.808  -0.896
O  5.081  1.586  0.786
C  4.125  1.663  -0.368
H  6.302  1.380  3.351
H  7.622  2.480  3.651
H  7.925  0.687  3.369
H  7.973  4.568  -0.150
H  7.458  4.422  -1.750
H  8.683  3.302  -1.124
H  3.072  1.824  -0.140
H  4.250  0.782  -0.998
H  4.439  2.408  -1.099
Br  -5.424  -1.002  2.021
C  -6.057  -0.839  0.130
C  -5.295  0.361  -0.411
Br  -5.643  0.535  -2.359
H  -7.141  -0.732  0.108
H  -5.780  -1.796  -0.311
H  -4.229  0.242  -0.214
H  -5.620  1.315  0.004
Br  -2.133  0.889  1.950
C  -1.264  -0.498  0.827
C  0.255  -0.699  1.114
Br  1.144  -1.883  -0.284
H  -1.470  -0.194  -0.199
H  -1.930  -1.345  0.991
H  0.567  -1.102  2.077
H  0.868  0.202  1.085
Br  -2.852  5.470  0.145
C  -3.760  4.043  1.077
C  -5.277  4.358  1.202
Br  -6.133  3.032  2.403
H  -3.311  3.895  2.059
H  -3.572  3.085  0.592
H  -5.784  4.553  0.256
H  -5.418  5.349  1.633
Br  -4.533  4.001  -5.264
C  -3.847  3.503  -3.493
C  -2.654  2.503  -3.501
Br  -1.901  2.316  -1.675
H  -4.663  2.989  -2.984
H  -3.706  4.412  -2.909
H  -1.858  2.824  -4.173
H  -2.913  1.504  -3.851

Spin multiplicity   1
HOMO-LUMO gap   10.14 eV
SMILES string   COP(=O)(OC)OC.COP(=O)(OC)OC.COP(=O)(OC)OC.COP(=O)(OC)OC.COP(=O)(OC)OC.BrCCBr.BrCCBr.BrCCBr.BrCCBr
Total charge   0
Energy above the lowest of the compared OMol25 structures with the same formula, charge and spin   65.6 kcal/mol


(3)
Here is a cluster of 8 separate species, C23H63NO9 in total at a distorted geometry from the OMol25 dataset. Energies are from ωB97M-V with the def2-TZVPD basis set.

CARTESIAN COORDINATES (ANGSTROEM)
C  -5.637  -5.108  -0.868
O  -4.662  -4.273  -0.163
C  -3.715  -3.605  -0.973
C  -2.966  -2.543  -0.129
N  -3.875  -1.380  -0.018
C  -3.290  -0.214  0.639
C  -4.394  0.830  0.797
O  -5.343  0.393  1.810
C  -6.189  1.448  2.203
H  -5.179  -5.909  -1.449
H  -6.243  -4.400  -1.434
H  -6.317  -5.678  -0.234
H  -4.154  -3.154  -1.863
H  -2.969  -4.360  -1.220
H  -2.059  -2.195  -0.623
H  -2.735  -3.003  0.832
H  -4.650  -1.764  0.505
H  -2.476  0.217  0.056
H  -2.909  -0.530  1.610
H  -4.882  1.096  -0.141
H  -3.955  1.771  1.127
H  -5.664  2.252  2.718
H  -6.955  1.096  2.895
H  -6.682  1.800  1.298
C  0.497  4.264  -2.436
C  1.991  4.314  -1.923
C  3.001  4.078  -3.079
O  2.167  5.536  -1.276
H  -0.194  4.491  -1.625
H  0.243  3.296  -2.869
H  0.349  5.022  -3.205
H  2.046  3.573  -1.126
H  4.046  4.221  -2.802
H  2.875  4.781  -3.902
H  2.949  3.078  -3.510
H  2.204  6.188  -1.980
C  5.934  3.581  0.701
C  5.090  2.421  0.151
C  5.772  1.083  0.041
O  4.074  2.202  1.118
H  5.389  4.518  0.817
H  6.651  3.688  -0.113
H  6.505  3.231  1.561
H  4.658  2.814  -0.769
H  6.644  1.113  -0.613
H  5.113  0.371  -0.456
H  6.131  0.752  1.016
H  4.547  2.068  1.943
C  0.255  -1.933  3.537
C  0.612  -2.281  4.960
C  1.138  -3.708  5.036
O  1.590  -1.453  5.454
H  -0.621  -2.477  3.185
H  1.104  -2.016  2.858
H  0.069  -0.875  3.348
H  -0.305  -2.078  5.513
H  2.012  -3.893  4.412
H  0.431  -4.532  4.936
H  1.478  -3.801  6.067
H  2.428  -1.584  5.006
C  4.301  -2.302  -2.150
C  2.877  -2.805  -1.771
C  2.714  -3.299  -0.270
O  1.972  -1.761  -1.910
H  4.690  -1.620  -1.394
H  4.242  -1.827  -3.129
H  5.086  -3.056  -2.213
H  2.622  -3.618  -2.451
H  3.359  -4.124  0.033
H  1.682  -3.627  -0.143
H  3.004  -2.465  0.369
H  2.123  -1.113  -1.219
C  -3.254  0.215  -4.748
C  -2.929  -0.223  -3.316
C  -1.625  0.360  -2.851
O  -3.957  0.212  -2.475
H  -4.169  -0.311  -5.021
H  -2.516  -0.129  -5.472
H  -3.392  1.289  -4.875
H  -2.744  -1.291  -3.202
H  -0.786  0.037  -3.468
H  -1.477  -0.022  -1.840
H  -1.633  1.450  -2.869
H  -3.874  -0.394  -1.735
C  -0.546  2.309  3.124
O  -1.939  1.884  3.034
H  -0.365  2.897  4.023
H  0.091  1.438  3.273
H  -0.278  2.877  2.233
H  -2.387  1.802  3.879
C  1.008  0.718  0.209
O  2.308  0.303  -0.051
H  0.783  1.668  -0.276
H  0.309  -0.026  -0.174
H  0.810  0.716  1.281
H  2.919  0.995  0.213

Spin multiplicity   1
HOMO-LUMO gap   9.36 eV
SMILES string   COCCNCCOC.CC(C)O.CC(C)O.CC(C)O.CC(C)O.CC(C)O.CO.CO
Total charge   0
Energy above the lowest of the compared OMol25 structures with the same formula, charge and spin   0.0 kcal/mol


(4)
Here is a cluster of 7 separate species, C23H64N5O7 in total at a distorted geometry from the OMol25 dataset. Energies are from ωB97M-V with the def2-TZVPD basis set.

CARTESIAN COORDINATES (ANGSTROEM)
C  -0.586  -0.822  0.383
O  -0.042  -2.113  0.337
H  -0.241  -0.216  -0.454
H  -1.640  -0.679  0.146
H  -0.244  -0.335  1.296
C  3.354  -3.475  4.254
C  1.878  -3.243  3.950
C  1.379  -1.862  4.446
O  0.024  -1.637  4.116
C  -0.345  -0.309  4.397
N  1.898  -3.189  2.475
H  3.375  -3.678  5.325
H  3.988  -2.617  4.029
H  3.754  -4.338  3.721
H  1.228  -4.010  4.368
H  2.000  -1.040  4.089
H  1.391  -1.819  5.536
H  -0.291  -0.159  5.475
H  -1.390  -0.156  4.129
H  0.299  0.451  3.953
H  1.318  -2.389  2.266
H  2.804  -2.872  2.160
C  -2.967  -3.785  -1.754
C  -3.556  -3.443  -0.391
C  -5.126  -3.534  -0.348
O  -5.520  -3.498  1.035
C  -6.872  -3.155  1.289
N  -2.992  -4.532  0.418
H  -1.900  -4.000  -1.711
H  -3.061  -2.900  -2.384
H  -3.513  -4.607  -2.218
H  -3.269  -2.476  0.021
H  -5.341  -4.507  -0.791
H  -5.540  -2.785  -1.023
H  -7.201  -2.394  0.580
H  -7.036  -2.809  2.310
H  -7.500  -4.012  1.045
H  -3.278  -5.401  -0.011
H  -3.648  -4.472  1.183
C  0.965  2.834  1.501
C  2.367  3.361  1.304
C  2.450  4.437  0.146
O  3.691  5.051  0.070
C  3.783  6.113  -0.818
N  2.647  3.987  2.603
H  1.015  2.084  2.290
H  0.541  2.392  0.599
H  0.293  3.614  1.858
H  3.052  2.551  1.051
H  1.748  5.229  0.407
H  2.107  4.024  -0.803
H  3.505  5.950  -1.859
H  4.826  6.411  -0.917
H  3.206  6.935  -0.392
H  3.544  4.448  2.546
H  2.022  4.765  2.761
C  -3.134  2.209  1.196
C  -3.353  2.855  -0.164
C  -2.000  2.945  -0.982
O  -2.135  3.550  -2.256
C  -0.958  3.473  -3.101
N  -4.339  2.180  -1.007
H  -2.486  2.708  1.916
H  -2.847  1.161  1.108
H  -4.096  2.138  1.702
H  -3.670  3.892  -0.055
H  -1.617  1.931  -1.096
H  -1.254  3.421  -0.347
H  -0.819  2.465  -3.490
H  -0.061  3.840  -2.601
H  -1.033  4.237  -3.875
H  -4.017  1.257  -1.260
H  -4.453  2.646  -1.895
C  -0.077  -0.103  -3.339
C  0.544  -1.442  -3.790
C  1.693  -1.300  -4.848
O  2.724  -0.524  -4.288
C  3.684  -0.033  -5.296
N  1.072  -2.049  -2.567
H  0.702  0.594  -3.030
H  -0.858  -0.329  -2.613
H  -0.715  0.335  -4.106
H  -0.194  -2.152  -4.162
H  1.330  -0.797  -5.745
H  2.000  -2.259  -5.265
H  4.493  0.486  -4.782
H  3.137  0.670  -5.924
H  4.085  -0.766  -5.996
H  0.354  -1.897  -1.874
H  1.927  -1.541  -2.390
C  3.620  -0.236  1.532
C  3.309  -0.544  0.049
O  2.782  -1.851  -0.046
H  2.676  -0.044  2.043
H  4.209  0.664  1.713
H  3.998  -1.106  2.070
H  4.070  -0.388  -0.716
H  2.527  0.129  -0.302
H  1.826  -1.797  -0.114

Spin multiplicity   1
HOMO-LUMO gap   5.49 eV
Total charge   -1
Energy above the lowest of the compared OMol25 structures with the same formula, charge and spin   45.5 kcal/mol